Record 1
Molecular formula: C6H16N2P
Method: DFT, ωB97M-V/def2-TZVPD

XYZ file:
```
25
Properties=species:S:1:pos:R:3:forces:R:3:nbo_charge:R:1
C -0.61422 -0.87259 -0.07290 0.48 0.28 -0.44 0.260
C 0.88529 1.99718 0.70246 -1.32 0.42 2.78 -0.635
C 2.69623 -1.25820 -0.65744 0.46 -0.86 0.80 -0.630
C -2.97198 1.16207 0.35780 1.03 3.07 -0.50 -0.509
C 0.78788 1.10403 -0.45565 -3.48 -1.07 0.55 -0.245
C 1.63949 -1.00659 0.40306 2.35 0.34 2.51 -0.229
N 0.50070 -0.28907 -0.09361 -0.04 -1.16 0.93 -0.377
N -2.20051 0.88886 -0.78917 -0.35 -1.10 -1.18 -0.454
P -1.12970 -2.54875 0.25354 2.51 -0.83 -0.79 0.407
H 0.60022 2.98322 0.35965 -0.32 0.29 0.12 0.254
H 0.13447 1.65352 1.56019 1.65 0.93 -1.72 0.217
H 1.88850 2.14623 1.11112 -0.13 -0.46 0.07 0.235
H 2.16121 -1.70781 -1.49785 0.40 0.17 -0.28 0.223
H 3.26699 -0.35255 -0.93204 -0.13 -0.75 0.03 0.231
H 3.33329 -2.08867 -0.20066 -0.37 1.38 -0.88 0.252
H -3.80693 0.58554 0.75464 0.29 -0.44 -0.23 0.229
H -3.39934 2.18229 0.02520 0.04 -0.93 0.82 0.271
H -2.14552 1.49060 1.04083 -1.40 -0.45 0.54 0.210
H -0.11880 1.19917 -1.01098 -0.25 1.65 -0.77 0.266
H 1.61392 1.10828 -1.03033 2.73 -0.06 -2.12 0.220
H 1.32319 -1.99710 0.73480 -0.02 0.32 0.41 0.214
H 2.05138 -0.36061 1.32664 -0.85 -1.63 -1.92 0.240
H -2.57747 0.25194 -1.49771 -0.63 0.29 0.31 0.325
H -1.29080 -2.33919 1.57492 0.15 0.16 1.77 0.020
H -2.41290 -2.37810 0.06745 -2.80 0.46 -0.82 0.004
```
Positions in Å, forces in eV/Å.

Output
Total charge = +1
LUMO level (alpha / beta) = -4.1 / -6.0 eV
Orbital gap (alpha / beta) = 8.11 / 7.68 eV
Spin multiplicity = 3
⟨S²⟩ = 2.014
E_HOMO (alpha / beta) = -12.20 / -13.66 eV

---

Record 2
Molecular formula: C4H6INO
Method: DFT, ωB97M-V/def2-TZVPD

XYZ file:
```
13
Properties=species:S:1:pos:R:3:forces:R:3:nbo_charge:R:1
C 1.09194 0.94156 -0.38437 0.17 -0.60 -0.10 0.060
C 0.29046 -0.14957 -0.29046 -0.77 0.49 0.37 -0.141
C -0.95777 0.35492 0.16609 0.35 -1.03 -0.37 -0.098
C 0.62592 -1.57698 -0.50141 0.06 -0.09 0.07 -0.632
N -0.87431 1.71376 0.17641 -0.69 0.57 -0.47 -0.317
O 0.44234 2.08958 -0.05550 0.21 0.92 0.11 -0.294
I -2.82611 -0.52428 -0.02941 -0.06 -0.04 -0.07 0.142
H 2.11960 1.04648 -0.66804 0.16 0.13 0.01 0.210
H -0.66421 -0.39448 2.40065 0.05 -0.07 0.38 -0.009
H 1.15199 -1.95889 0.37398 0.02 -0.11 -0.04 0.229
H 1.26163 -1.70242 -1.37329 0.03 -0.10 -0.06 0.226
H -0.28532 -2.15950 -0.62527 0.04 -0.06 -0.09 0.231
H -1.37617 2.31984 0.81062 0.43 0.00 0.26 0.393
```
Positions in Å, forces in eV/Å.

Output
Total charge = 0
LUMO level (alpha / beta) = 0.5 / -0.6 eV
Orbital gap (alpha / beta) = 6.32 / 8.69 eV
Spin multiplicity = 3
⟨S²⟩ = 2.019
E_HOMO (alpha / beta) = -5.80 / -9.24 eV

---

Record 3
Molecular formula: C6H10O
Method: DFT, ωB97M-V/def2-TZVPD

XYZ file:
```
17
Properties=species:S:1:pos:R:3:forces:R:3:nbo_charge:R:1
C -2.06890 -0.26646 0.85022 -0.01 -0.01 0.03 -0.616
C -0.90713 0.00231 -0.08357 -0.10 -0.20 -0.02 0.086
O -0.54264 1.36659 -0.00198 -0.03 0.05 0.06 -0.521
C 0.75367 1.48472 -0.56470 0.22 0.06 -0.11 -0.074
C 1.51424 0.18072 -0.25990 0.07 0.09 -0.09 -0.367
C 0.36183 -0.77256 0.27106 -0.11 -0.07 0.09 -0.403
C 1.65709 -0.81295 -1.30878 0.13 0.09 0.35 -0.140
H -2.92909 0.35148 0.57929 0.12 -0.08 0.02 0.226
H -1.78620 -0.03308 1.88210 -0.04 -0.02 -0.13 0.211
H -2.36634 -1.31890 0.79548 0.03 0.14 0.00 0.212
H -1.17565 -0.25123 -1.12199 0.03 0.07 0.14 0.180
H 0.70000 1.63240 -1.65193 -0.05 -0.05 0.13 0.182
H 1.23238 2.35349 -0.10332 -0.05 -0.12 -0.10 0.192
H 2.29387 0.30409 0.50125 -0.12 -0.05 -0.13 0.207
H 0.51475 -0.89533 1.34727 0.01 -0.04 -0.16 0.238
H 0.34336 -1.77730 -0.18456 0.02 0.06 -0.03 0.269
H 2.40477 -1.54802 -0.94592 -0.12 0.08 -0.04 0.119
```
Positions in Å, forces in eV/Å.

Output
Total charge = 0
LUMO level = 0.7 eV
Orbital gap = 9.34 eV
E_HOMO = -8.65 eV

---

Record 4
Molecular formula: C27H38ClCrN4O6S2
Method: DFT, ωB97M-V/def2-TZVPD

XYZ file:
```
79
Properties=species:S:1:pos:R:3:forces:R:3:mulliken_spin:R:1
O 0.18048 -0.31850 -1.91740 -0.72 -0.90 2.73 -0.024
C -0.64190 -0.23498 -2.98405 -2.36 0.03 -0.10 -0.032
C -0.44020 1.09456 -3.71265 -0.27 -0.42 -0.09 0.000
C 0.13248 2.17956 -3.05741 0.08 0.06 -0.01 0.002
H 0.38451 2.08314 -1.99656 0.00 0.02 -0.50 -0.003
C 0.35881 3.37407 -3.74402 -0.17 -0.13 -0.09 0.000
H 0.84169 4.19611 -3.21353 -0.20 -0.08 -0.23 0.000
C -0.04369 3.49926 -5.07657 0.04 -0.10 0.10 0.000
H 0.11013 4.44090 -5.60760 -0.05 -0.30 0.13 0.000
C -0.64689 2.41296 -5.72497 0.05 -0.04 0.08 0.000
H -0.97536 2.50616 -6.76088 0.12 0.02 0.24 0.000
C -0.82508 1.20553 -5.04975 0.08 0.38 0.09 -0.001
H -1.28522 0.33910 -5.53281 0.12 0.31 0.03 0.001
H -0.43552 -1.04881 -3.71360 -0.05 0.17 -0.02 0.000
C -2.63946 -1.93418 -2.58095 -0.29 -0.36 0.16 -0.014
C -2.19516 -0.50680 -2.53621 1.41 1.58 -2.41 0.042
H -3.65951 -1.99622 -2.98578 0.29 -0.14 0.10 -0.002
H -2.65738 -2.39574 -1.58387 -0.01 0.04 -0.30 0.004
H -1.97862 -2.52590 -3.22961 -0.12 0.10 0.12 0.000
C -3.02491 0.54792 -2.50552 0.17 -0.54 -0.03 0.015
C -4.51053 0.48685 -2.34216 -0.32 -0.05 0.15 -0.001
H -2.62021 1.55704 -2.59652 0.06 -0.23 -0.08 -0.003
H -5.02427 0.90248 -3.21994 0.21 -0.01 0.04 0.001
H -4.82282 1.10458 -1.49411 0.01 -0.13 0.01 0.001
H -4.89887 -0.52838 -2.18860 0.18 0.30 0.06 0.000
Cr -0.73482 -0.68737 0.08284 2.56 0.49 -0.46 3.105
Cl -2.98837 -0.62328 0.35775 -0.09 -0.12 0.37 -0.011
C -1.36016 -0.35765 2.86628 0.38 -0.46 -0.39 0.017
O -0.67876 -1.13396 2.12736 -0.81 0.85 0.50 0.002
N -1.52332 -0.51924 4.17354 0.00 -0.30 -0.15 0.002
C -1.01320 -1.69095 4.87832 0.07 0.08 0.05 0.000
C -2.34675 0.39994 4.95626 -0.02 0.07 -0.18 -0.001
H -1.84761 0.51991 2.42171 0.09 -0.20 0.30 -0.005
H -0.49103 -2.34595 4.17668 -0.14 0.17 0.13 0.000
H -1.84857 -2.22510 5.34838 0.14 0.05 -0.17 0.001
H -0.32820 -1.37047 5.67339 -0.07 -0.05 -0.19 0.000
H -2.58409 1.27458 4.34273 0.03 -0.15 0.19 0.000
H -1.80584 0.72036 5.85531 -0.04 -0.05 -0.26 0.000
H -3.28131 -0.08751 5.26653 0.22 0.07 -0.10 0.000
H 4.47399 1.12977 -2.17903 -0.18 -0.03 -0.06 0.000
H 4.51322 1.54102 0.15166 -0.20 -0.10 0.02 0.000
C 3.37659 1.10260 -2.15116 0.29 -0.30 0.05 0.000
C 3.44150 1.36052 0.30461 -0.35 0.44 0.02 0.002
N 2.93239 0.62610 -0.84696 0.17 -0.38 0.34 -0.003
H 2.99948 0.42943 -2.92655 0.02 0.23 0.09 0.000
C 2.14810 -0.44975 -0.74294 -0.16 0.17 0.06 0.002
O 1.44793 -0.74832 0.26293 0.77 0.00 -0.42 0.011
H 3.29613 0.79575 1.22898 -0.05 0.08 -0.31 0.000
H 2.20730 -1.09646 -1.63316 -0.21 0.26 0.34 0.001
H 3.00204 2.11837 -2.33625 -0.05 -0.32 0.07 0.000
H 2.94563 2.33677 0.38378 0.09 -0.14 0.12 -0.001
H -0.43899 -5.99072 0.46212 -0.07 0.16 -0.12 0.000
H 1.67890 -6.08163 -1.20132 -0.10 0.18 -0.11 0.000
C -0.88901 -5.45055 -0.38126 -0.04 -0.10 -0.03 0.002
C 1.11486 -5.39580 -1.84730 0.01 0.09 0.01 -0.001
N 0.12387 -4.66082 -1.07298 0.08 0.39 0.22 0.008
H -1.68839 -4.80039 -0.01954 0.20 -0.11 -0.10 -0.001
C 0.20604 -3.33948 -0.90173 -0.87 0.36 0.53 0.009
O -0.62220 -2.70016 -0.19773 0.82 -0.90 -0.83 -0.053
H 1.80291 -4.68356 -2.31232 -0.09 -0.21 0.05 0.000
H 1.03626 -2.84028 -1.42797 -0.39 -0.08 0.16 0.003
H -1.28728 -6.19114 -1.08181 -0.03 0.15 0.10 0.000
H 0.61795 -5.98678 -2.62665 0.10 0.18 0.13 0.000
O 0.34329 5.24050 3.72509 0.35 -0.34 -0.60 0.000
S 1.24165 4.48761 2.88186 0.01 -1.09 -0.11 -0.002
O 2.45485 5.12381 2.41368 -0.77 -0.35 0.18 0.000
N 0.45406 3.72138 1.64760 -0.39 -0.37 -0.40 0.010
C 0.43005 2.38963 1.69246 0.13 2.43 -0.21 -0.009
S -0.51819 1.69766 0.44649 -0.20 -0.28 -0.03 -0.099
C 1.20151 1.85872 2.84336 0.87 0.10 0.99 0.019
C 1.61485 0.58007 3.21333 -0.29 -0.19 -0.29 0.004
C 2.26115 0.37453 4.43501 0.16 0.21 0.07 0.002
C 2.60003 1.45642 5.25645 -0.15 0.09 -0.09 -0.001
C 2.31710 2.76475 4.83822 -0.20 -0.44 -0.32 0.001
C 1.63457 2.92693 3.64083 0.38 -0.18 0.82 -0.002
H 1.46353 -0.24129 2.51904 -0.19 0.04 0.28 -0.002
H 2.51729 -0.64629 4.74080 -0.03 0.44 -0.16 0.000
H 3.09808 1.28572 6.21204 -0.11 0.03 -0.28 0.000
H 2.59645 3.64142 5.41427 0.05 -0.18 0.01 0.000
```
Positions in Å, forces in eV/Å.

Output
Total charge = 0
LUMO level (alpha / beta) = -0.2 / -0.1 eV
Orbital gap (alpha / beta) = 7.62 / 7.74 eV
Spin multiplicity = 4
⟨S²⟩ = 3.809
E_HOMO (alpha / beta) = -7.86 / -7.86 eV

---

Record 5
Molecular formula: C5H6BrN
Method: DFT, ωB97M-V/def2-TZVPD

XYZ file:
```
13
Properties=species:S:1:pos:R:3:forces:R:3:nbo_charge:R:1
N -2.18496 1.88199 -0.92506 2.30 -1.44 0.91 -0.282
C -1.19577 1.24783 -0.84491 -4.51 1.00 -3.37 0.207
C 0.07390 0.68039 -1.14325 3.05 -1.53 3.51 -0.523
C 0.61668 -0.63799 -0.16588 -3.27 -0.37 -4.68 0.008
Br 1.55711 -2.00202 -1.38228 -0.78 1.28 1.53 -0.004
C 0.76056 -0.26729 1.17212 0.58 -0.89 3.40 -0.478
C -0.63070 -0.85912 0.72641 3.51 -2.34 1.21 -0.404
H 0.36972 1.44164 -0.40382 2.51 0.58 -0.79 0.267
H 0.61844 0.63182 -2.09584 -0.96 0.65 0.22 0.287
H 1.01387 0.74060 1.43686 -0.47 0.73 -0.08 0.218
H 1.22832 -0.89514 1.95789 -0.13 -0.06 -1.04 0.249
H -0.94758 -1.83603 1.23232 0.63 1.70 -1.00 0.247
H -1.27959 -0.12667 0.43545 -2.45 0.70 0.18 0.208
```
Positions in Å, forces in eV/Å.

Output
Total charge = 0
LUMO level = 0.3 eV
Orbital gap = 10.54 eV
SMILES = N#CCC1(Br)CC1
E_HOMO = -10.22 eV

---

Record 6
Molecular formula: C4H10NO
Method: DFT, ωB97M-V/def2-TZVPD

XYZ file:
```
16
Properties=species:S:1:pos:R:3:forces:R:3:nbo_charge:R:1
C 0.74044 -1.61270 -0.90570 0.39 1.86 -0.17 -0.625
C 1.10090 -0.39410 0.03794 -0.85 -1.62 2.71 -0.034
C 1.30350 0.88758 -0.65721 4.21 0.96 1.26 -0.617
N -0.08085 -0.23614 0.92042 0.25 -1.66 -1.91 -0.755
C -1.30467 0.31345 0.10161 0.27 -2.81 1.06 0.171
O -1.95576 1.09345 0.82399 -2.55 3.07 2.62 -0.914
H -0.30344 -1.46553 -1.18783 0.20 0.24 -0.48 0.224
H 1.42302 -1.56304 -1.77572 -0.41 -0.47 0.14 0.172
H 0.69658 -2.58159 -0.43571 0.67 -0.24 0.48 0.202
H 2.09505 -0.60796 0.57481 -1.51 -0.10 -0.19 0.152
H 0.78798 0.93806 -1.51007 -1.81 0.29 -3.54 0.197
H 1.10235 1.81199 -0.11461 -0.28 -0.42 0.51 0.221
H 2.40179 0.91842 -0.85701 -0.47 0.35 -0.55 0.163
H -0.04714 0.15657 1.84644 0.28 0.67 -0.33 0.370
H -1.09632 0.74360 -0.84923 1.52 0.43 -1.58 0.060
H -1.88889 -0.61051 -0.18581 0.10 -0.56 -0.04 0.013
```
Positions in Å, forces in eV/Å.

Output
Total charge = -1
LUMO level = 4.2 eV
Orbital gap = 6.28 eV
SMILES = CC(C)NC[O-]
E_HOMO = -2.06 eV

---

Calculated strongest force on any atom in order - 3.684, 1.149, 0.384, 3.208, 5.719, 4.777 eV/A
Calculated energy relative to the best compared isomer or geometry (same formula, charge and spin) in order - 2.1050, 1.6517, 3.5984, 0.0000, 2.7355, 1.7375 eV